Entry a
58
Properties=species:S:1:pos:R:3 method="wB97M-V/def2-TZVPD" e_homo_ev="-4.66 / -5.39" gap_ev="6.8 / 5.7" total_charge=-1 e_lumo_ev="2.17 / 0.29" multiplicity=3
H 1.630 -4.364 -3.616
H 0.633 -5.634 -2.916
H 1.627 -2.232 -1.500
H -1.584 -4.803 -2.711
C 1.211 -4.238 5.394
H 1.138 1.684 -4.422
H 3.212 1.823 -0.660
C -2.783 5.128 0.075
C 1.138 -4.692 -2.697
C -1.575 4.385 2.139
C -0.850 3.418 2.772
S 1.582 -0.160 1.074
C 0.157 -3.675 -2.184
H -0.175 -0.312 -4.592
C 3.785 -3.276 4.455
C 1.442 -1.336 2.260
H -0.814 -3.154 4.099
S -1.319 -1.396 2.028
C -2.033 2.660 -1.164
O 0.932 1.081 -1.373
C -2.770 3.638 -1.806
H -0.021 1.418 2.554
C 3.008 2.656 -1.329
C -1.225 -3.881 -2.263
Ti -1.165 0.113 -0.308
N -0.203 0.221 -3.739
O -1.712 1.525 -1.681
C -1.638 2.983 0.194
N 0.908 1.059 -3.667
H 1.921 -4.901 -1.965
C 0.578 -2.489 -1.609
C -3.147 4.850 -1.204
N -0.311 -1.613 -1.154
H -1.834 5.306 2.645
H -0.517 3.531 3.794
C 1.386 1.400 -2.447
Br -3.705 0.318 0.548
C 2.611 -1.876 2.875
C 2.560 -2.798 3.880
H 2.309 3.337 -0.843
H 3.926 3.177 -1.586
C -2.122 -2.941 -1.788
C -2.011 4.192 0.810
H -3.736 5.552 -1.777
C 1.289 -3.267 4.341
H 3.566 -1.515 2.517
N 4.779 -3.650 4.898
H -3.190 -3.110 -1.855
C 0.158 -1.841 2.695
N 1.148 -5.020 6.236
O 2.470 2.193 -2.575
C 0.149 -2.794 3.760
N -0.925 2.030 0.843
C -1.627 -1.771 -1.210
Br -3.314 6.773 0.861
H -1.071 0.724 -3.594
Br -3.319 3.335 -3.590
C -0.558 2.229 2.080

Entry b
58
Properties=species:S:1:pos:R:3 method="wB97M-V/def2-TZVPD" e_homo_ev="-3.04 / -4.55" gap_ev="5.1 / 6.6" total_charge=-1 e_lumo_ev="2.02 / 2.02" multiplicity=3
H -1.553 1.620 -3.311
H 0.102 0.185 -2.708
N -0.117 -7.378 -4.213
H 4.718 -3.350 -0.222
C -1.084 3.378 4.058
H 2.043 -3.780 -2.755
C -0.558 -5.493 -2.515
H -0.965 -4.063 -4.049
H -4.629 1.412 -0.359
Br -0.521 5.211 0.388
H 4.914 -1.304 1.177
O -3.465 1.381 -2.086
S -1.515 -1.610 -2.832
N -1.261 1.589 -2.342
C -0.262 -0.247 4.485
C -0.314 -6.545 -3.444
C 2.774 -2.840 -0.976
Br -1.629 3.973 5.786
C -1.114 -3.141 -2.132
C 2.983 -0.590 0.593
H 0.712 1.702 -2.180
N -0.069 0.364 2.175
H -0.183 -1.036 5.221
H -4.426 -0.183 -1.136
C -0.738 2.022 3.859
H -0.948 1.255 5.877
H 3.540 -4.490 -2.124
C -0.383 1.653 2.541
H 0.288 -1.549 2.853
C 0.031 -0.546 3.168
C -0.104 -6.975 -0.595
C -4.569 0.883 -1.308
C -0.458 -5.705 -1.128
H 0.866 -1.969 -1.471
S -1.214 -2.120 0.494
C -1.040 4.307 3.044
C 1.774 -1.885 -0.881
Ti -0.095 0.202 0.094
Br 3.178 1.003 1.565
C -1.013 -3.357 -0.729
H -0.596 -4.786 0.798
C -0.685 1.021 4.857
C -2.281 1.212 -1.515
O 0.162 2.180 0.336
C -0.626 3.922 1.774
N 1.872 -0.795 -0.101
C 4.031 -1.497 0.588
C -0.884 -4.230 -2.984
H -5.449 1.070 -1.915
N -0.006 0.992 -2.084
H -1.317 5.335 3.231
O -2.141 0.820 -0.368
C -0.265 2.605 1.498
C 2.585 -4.044 -1.847
C -0.685 -4.636 -0.269
N 0.184 -7.995 -0.143
H 1.990 -4.799 -1.329
C 3.910 -2.629 -0.199

Least stable structure: entry a

Entry a
19
Properties=species:S:1:pos:R:3 method="wB97M-V/def2-TZVPD" e_homo_ev="-3.12 / -10.30" gap_ev="4.0 / 11.0" e_lumo_ev="0.89 / 0.68" multiplicity=2
C 0.682 -1.436 0.759
N -1.136 0.861 0.387
H -0.146 0.671 -2.889
C -0.844 0.847 -2.063
H -1.764 0.192 -2.080
H -0.231 -2.031 0.944
H -1.154 1.884 -2.077
H 0.554 1.631 -0.547
H 1.738 0.096 2.069
H 0.728 -1.094 2.741
H -1.839 0.049 0.352
C -0.167 0.771 -0.661
H 1.568 -2.005 0.656
H 0.069 0.216 1.779
C 0.659 -0.615 -0.536
H -1.762 1.659 0.048
H 0.320 -1.317 -1.295
H 1.651 -0.273 -0.870
N 0.891 -0.443 1.923

Entry b
19
Properties=species:S:1:pos:R:3 method="wB97M-V/def2-TZVPD" e_homo_ev="-2.72 / -10.11" gap_ev="3.6 / 10.7" e_lumo_ev="0.87 / 0.63" multiplicity=2
N 0.358 -0.207 0.463
C -2.040 -0.245 -0.236
H 0.130 -1.072 -0.061
C -1.019 0.251 0.795
H 2.854 -0.010 0.799
H -3.036 -0.073 0.177
C 2.689 0.684 -0.025
H 0.889 -0.382 1.381
N -1.784 -1.592 -0.671
H -2.277 -2.302 -0.166
H -1.741 -1.735 -1.638
H -2.001 0.378 -1.133
H -1.062 1.335 0.877
H 0.793 1.754 -0.129
H 3.015 1.630 0.403
H 0.994 0.596 -1.392
H -1.204 -0.168 1.796
C 1.178 0.765 -0.336
H 3.262 0.392 -0.903

Least stable structure: entry a

Entry a
38
Properties=species:S:1:pos:R:3 method="wB97M-V/def2-TZVPD" e_homo_ev=-10.28 gap_ev=10.6 smiles="CCC(=O)NC=O.O.O.O.O.O.O.O.O" e_lumo_ev=0.28
H -0.067 3.756 -1.520
H -0.326 2.328 -1.522
H 4.203 -0.950 -0.377
C 1.904 -1.742 -1.973
O 2.313 -1.899 -3.092
O -0.924 -1.190 2.859
H -3.114 2.940 0.674
O -3.587 -0.935 -2.739
H -3.036 -2.530 -0.226
H -0.719 -0.435 3.457
H -2.460 -1.511 0.754
H -1.134 1.822 3.370
H -2.488 1.353 -2.799
H -1.054 -0.658 2.064
O -1.709 1.096 -2.298
H 3.516 -1.747 1.121
C 3.302 -1.277 0.151
H -1.609 2.531 0.776
O -0.612 0.110 -0.264
H 3.103 1.122 3.131
H 0.398 -0.540 -2.519
H 1.871 -2.860 -0.125
H 2.727 -0.409 0.382
O -0.249 1.389 3.421
H -0.037 1.299 2.475
C 2.642 -2.375 -0.746
H -3.093 -1.600 -2.230
H 3.517 -2.886 -1.127
N 0.795 -0.937 -1.677
O 2.837 1.512 2.273
H -4.198 -0.385 -2.255
H 3.418 2.234 2.023
H -2.145 0.530 -1.645
H 1.114 -0.826 0.343
C 0.404 -0.520 -0.399
O -0.272 3.076 -0.886
O -2.413 2.711 1.288
O -2.816 -1.593 -0.144

Entry b
38
Properties=species:S:1:pos:R:3 method="wB97M-V/def2-TZVPD" e_homo_ev=-9.50 gap_ev=9.1 smiles="O=CCCNC=O.O.O.O.O.O.O.O.O" e_lumo_ev=-0.44
H 1.716 3.176 -1.969
H 3.544 -0.168 -1.880
H -1.454 0.946 2.374
H -1.834 -1.464 -3.218
C -1.166 3.297 -1.581
O -2.112 -0.430 3.244
H -1.190 3.235 -2.680
H 3.659 -2.834 0.952
H 2.006 1.026 -0.364
O -1.956 3.866 -0.860
H -1.182 -0.843 -4.399
O -0.935 1.665 1.962
H 0.794 2.176 -2.961
N -0.040 2.669 -1.087
H 0.028 -2.817 1.502
O -1.757 -2.286 1.550
H 0.328 -2.811 -0.022
O -1.642 -0.608 -3.584
C 2.847 0.647 -2.342
H -2.704 -0.934 -1.048
C 1.135 2.279 -1.941
H -0.227 2.077 -0.255
H 0.877 0.229 -1.508
C 1.709 0.947 -1.450
H -2.213 -3.117 1.458
O -2.890 -1.854 -1.100
H 2.203 -2.587 1.377
H -1.377 -0.795 3.739
O 3.158 1.147 -3.388
O 0.609 -3.197 0.819
H -2.896 -0.391 3.789
O 1.982 0.625 3.591
H -1.664 2.316 1.718
O 3.107 -2.340 1.523
H -2.096 -1.635 2.223
H 1.524 0.770 2.755
H -2.730 -2.257 -0.224
H 2.838 0.274 3.284

Least stable structure: entry b

Entry a
70
Properties=species:S:1:pos:R:3 method="wB97M-V/def2-TZVPD" e_homo_ev="-7.98 / -7.98" gap_ev="6.8 / 6.8" e_lumo_ev="-1.16 / -1.17"
H 2.780 -2.496 4.732
H 1.693 0.668 5.702
C 4.208 -2.050 3.214
H 5.533 -1.356 1.678
C -3.581 2.036 -3.117
C -0.919 5.147 -3.516
H -4.280 1.936 -1.097
H 0.003 7.025 -1.648
C 0.748 -3.510 2.888
N 0.931 1.922 -1.033
C 4.186 0.171 2.377
H -1.668 -3.133 5.904
C -1.011 4.534 -2.125
O -0.311 -0.138 -1.862
H -0.690 0.636 -4.243
N 0.339 4.225 -1.634
H 0.116 -4.867 5.928
C -0.422 -1.599 1.738
H -0.785 4.345 -4.244
H 0.534 -0.039 4.568
C -1.375 0.581 -2.220
H 1.066 5.714 -4.194
H -2.647 1.941 -5.051
C 0.251 6.152 -3.612
C 2.610 -0.460 4.101
H 4.561 0.944 1.720
C -3.490 1.671 -1.790
C 0.714 1.833 1.864
V 0.724 -0.080 -0.362
H 1.451 -3.032 1.207
O 2.795 1.832 3.236
H 1.644 -5.095 3.993
O 1.241 0.800 1.273
C -1.115 -2.415 3.968
H -1.587 3.612 -2.119
H -1.883 -1.654 3.929
C -0.994 -3.238 5.065
N -1.411 -0.756 1.694
H -1.871 5.627 -3.750
C 4.727 -1.101 2.353
C 0.643 3.004 -1.310
C 0.784 6.540 -2.237
O 0.464 -1.673 0.769
H 0.842 1.912 3.981
H 1.487 5.532 -0.438
H 1.358 -1.069 5.716
C 0.007 -4.209 5.074
C 3.147 0.497 3.239
S 2.449 -0.831 -1.049
C 3.171 -1.736 4.069
H 1.595 7.264 -2.321
O 1.616 -3.718 1.884
C 1.452 2.241 3.137
H 1.470 3.330 3.163
C 0.862 -4.347 4.003
Cl 4.866 -3.660 3.230
H -0.060 7.046 -4.152
H 2.257 4.993 -1.941
H -1.483 5.213 -1.411
C -1.478 0.944 -3.570
C -0.251 -2.524 2.870
C 1.314 5.318 -1.496
O -0.271 2.450 1.507
C 1.490 -0.200 5.071
H -4.438 2.595 -3.468
C -2.365 0.455 0.041
C -2.387 0.952 -1.313
N -1.302 -0.072 0.509
H -3.280 0.436 0.628
C -2.571 1.667 -4.006

Entry b
70
Properties=species:S:1:pos:R:3 method="wB97M-V/def2-TZVPD" e_homo_ev=-8.28 gap_ev=7.2 e_lumo_ev=-1.06
H 4.444 3.736 -0.907
N -1.622 0.642 1.008
H -0.527 -5.165 -0.044
H -2.744 -5.485 -3.153
O 2.766 4.674 0.680
O 0.700 0.466 1.654
C -2.176 1.614 -1.645
S 1.435 -0.432 -0.988
H -1.821 -5.967 -0.929
H 1.142 4.946 1.962
O -0.452 3.157 1.131
H -5.227 1.640 -0.201
C 4.472 3.217 0.043
H 1.749 -1.331 7.312
C 4.485 1.950 2.482
H -2.126 -0.110 3.991
H -2.423 -3.005 -3.068
C 0.020 -5.790 -2.048
C 1.685 -0.384 4.074
H -0.958 -6.999 -3.574
C 3.572 3.601 1.023
C -4.468 1.764 -0.967
Cl 6.488 0.254 1.815
O 1.284 2.474 -0.083
C 2.698 3.407 3.433
C -0.643 -5.965 -3.432
H 2.324 -0.201 3.220
C 3.574 2.984 2.278
C -0.194 0.183 2.597
C -0.015 -0.852 6.217
C -2.493 2.077 -2.902
C 0.660 3.360 0.668
N -1.257 -1.999 0.067
H -1.708 2.182 -3.639
H 4.516 1.458 3.447
H 0.448 -6.730 -1.698
V 0.205 0.897 -0.065
C -3.817 2.388 -3.185
C -2.794 0.987 0.672
N -1.454 0.259 2.352
H 0.838 -5.069 -2.115
H -5.837 2.483 -2.450
H 3.285 -0.896 5.404
H -3.570 0.958 1.432
H 0.930 5.391 0.279
H 3.037 2.920 4.348
H -2.069 -4.860 -4.649
H 0.090 -5.744 -4.210
H 2.746 4.485 3.589
H -0.693 -1.027 7.043
N -1.483 -3.956 -1.457
C -3.147 1.446 -0.669
C -1.854 -5.032 -3.594
C 0.307 -0.224 3.907
H 6.071 1.886 -0.502
H -4.075 2.753 -4.171
C -1.373 -2.908 -0.639
O -0.886 1.313 -1.345
C -4.809 2.236 -2.222
C 2.216 -0.773 5.286
C -0.557 -0.464 4.991
H 1.650 3.130 3.297
C 1.375 4.652 0.946
C 1.349 -1.006 6.358
C -1.604 -3.702 -2.907
H -0.689 -3.241 -3.292
C 5.375 2.192 0.267
O -1.892 -0.341 4.918
C 5.361 1.554 1.494
C -0.980 -5.277 -1.025

Least stable structure: entry b